<P>
{
  "formula": "C4H9N3",
  "method": "ωB97M-V/def2-TZVPD",
  "species": ["C", "C", "C", "N", "N", "C", "N", "H", "H", "H", "H", "H", "H", "H", "H", "H"],
  "xyz": [[-1.403, 0.760, 1.030], [0.684, -0.826, 0.103], [-0.738, 0.319, -0.244], [0.736, -1.205, 1.435], [1.582, 0.509, -1.592], [1.072, 0.457, -0.337], [-1.388, 0.297, -1.335], [0.022, -1.847, 1.750], [0.915, -0.450, 2.082], [-0.817, -0.035, -2.114], [1.662, 1.396, -2.058], [1.781, -0.313, -2.155], [0.647, -1.685, -0.587], [-2.173, 1.489, 0.778], [-1.890, -0.081, 1.529], [-0.692, 1.216, 1.716]],
  "lowdin_charge": [-0.0698, -0.2901, -0.4063, 0.0704, 0.0322, -0.2201, 0.1242, 0.0927, 0.0890, 0.0427, 0.0887, 0.0889, 0.1341, 0.0798, 0.0752, 0.0685],
  "total_charge": 0,
  "lumo_ev": 0.84,
  "multiplicity": 1,
  "homo_lumo_gap_ev": 8.56,
  "e_homo_ha": -0.2836
}

***

<Q>
{
  "formula": "C4H9N3",
  "method": "ωB97M-V/def2-TZVPD",
  "species": ["C", "C", "C", "C", "N", "N", "N", "H", "H", "H", "H", "H", "H", "H", "H", "H"],
  "xyz": [[0.817, -0.334, -1.239], [-1.479, -0.702, -0.235], [0.369, 0.962, 0.667], [0.056, -0.399, -0.036], [1.472, -0.356, -2.169], [0.295, 2.092, -0.272], [0.405, -1.661, 0.868], [-1.765, -0.953, 0.793], [-2.100, 0.129, -0.595], [-1.582, -1.603, -0.883], [-0.204, 1.196, 1.577], [1.477, 0.978, 0.951], [1.208, 2.300, -0.878], [-0.454, 1.878, -0.953], [1.282, -2.015, 0.569], [0.201, -1.513, 1.836]],
  "lowdin_charge": [-0.2379, -0.0356, -0.2453, -0.4898, 0.1881, -0.0451, 0.0716, 0.0727, 0.0756, 0.0960, 0.1119, 0.1344, 0.1316, 0.0606, 0.0501, 0.0615],
  "smiles": "C[C@@](N)(C#N)CN",
  "total_charge": 0,
  "lumo_ev": 0.87,
  "multiplicity": 1,
  "homo_lumo_gap_ev": 10.29,
  "e_homo_ha": -0.3462
}

***

<R>
{
  "formula": "C4H9N3",
  "method": "ωB97M-V/def2-TZVPD",
  "species": ["C", "N", "C", "C", "N", "H", "H", "H", "H", "H", "H", "C", "N", "H", "H", "H"],
  "xyz": [[-1.112, 0.213, 1.242], [-1.009, -1.017, 1.358], [-0.042, 0.687, -0.740], [-0.751, -0.099, -1.556], [-1.694, 1.272, 1.482], [-1.001, -1.451, 2.266], [0.835, -1.529, 0.534], [-1.307, 2.173, 1.261], [-0.080, 1.761, -0.888], [-0.757, -1.171, -1.430], [-1.471, 0.302, -2.250], [1.428, 0.243, -0.210], [1.615, -1.147, -0.009], [1.660, -1.641, -0.893], [2.160, 0.642, -0.914], [1.526, 0.763, 0.747]],
  "lowdin_charge": [-0.4184, 0.1227, -0.2201, 0.0001, 0.1572, 0.0841, 0.0351, 0.0596, 0.0899, 0.0580, 0.0588, -0.2804, -0.0172, 0.0693, 0.1087, 0.0925],
  "smiles": "C=CCN.N=C=N",
  "total_charge": 0,
  "lumo_ev": 0.40,
  "multiplicity": 1,
  "homo_lumo_gap_ev": 9.51,
  "e_homo_ha": -0.3347
}

***

<S>
{
  "formula": "C4H9N3",
  "method": "ωB97M-V/def2-TZVPD",
  "species": ["C", "C", "C", "C", "N", "N", "N", "H", "H", "H", "H", "H", "H", "H", "H", "H"],
  "xyz": [[-0.638, 1.509, -0.179], [1.095, 0.630, 1.375], [-1.544, -1.100, -0.718], [-0.038, 0.408, 0.433], [-1.175, 2.438, -0.605], [1.210, 0.644, -1.890], [-0.564, -0.818, 0.302], [1.672, 1.501, 1.078], [0.713, 0.811, 2.384], [1.752, -0.238, 1.406], [-1.092, -0.991, -1.711], [-1.918, -2.112, -0.585], [-2.370, -0.394, -0.637], [0.586, 1.242, -2.428], [1.945, 1.258, -1.541], [0.019, -1.593, 0.585]],
  "lowdin_charge": [-0.2859, -0.0357, -0.0746, -0.3648, 0.1520, 0.0443, -0.0214, 0.0832, 0.0894, 0.0837, 0.0847, 0.0860, 0.0878, -0.0353, -0.0352, 0.1418],
  "total_charge": 0,
  "lumo_ev": [0.20, -0.20],
  "multiplicity": 1,
  "homo_lumo_gap_ev": [9.91, 6.74],
  "e_homo_ha": [-0.3569, -0.2551]
}

***

Of them, <Q> has the highest stability.